P | Here is 2 unconnected molecules or ions with the total composition C4H10IP from OMol25. Energies are from ωB97M-V/def2-TZVPD.

As for the multiplicity: 3. Its orbital gap (alpha / beta) is 0.340 / 0.217 Ha. Its LUMO energy (alpha / beta) is 0.88 / -3.33 eV.

CARTESIAN COORDINATES (ANGSTROEM)
H: -1.61 -1.03 1.09
H: 1.34 -1.15 0.74
H: -0.96 0.92 -1.87
P: 0.45 1.98 0.26
H: -1.52 0.72 1.67
I: 4.77 -0.14 -0.08
H: 0.28 -1.77 -0.72
H: 1.72 1.47 -0.06
C: -0.34 0.14 0.04
H: -2.25 0.94 -0.64
C: 0.84 -0.90 -0.27
H: -1.48 -0.64 -1.50
H: -0.31 -0.42 2.04
C: -1.04 -0.13 1.31
H: 1.48 -0.35 -0.96
C: -1.36 0.36 -1.06

Q | Here is 2 unconnected molecules or ions with the total composition C4H10IP from OMol25. Energies are from ωB97M-V/def2-TZVPD.

As for the multiplicity: 3. Its orbital gap (alpha / beta) is 0.251 / 0.280 Ha. Its LUMO energy (alpha / beta) is 0.04 / -1.87 eV.

CARTESIAN COORDINATES (ANGSTROEM)
C: -1.99 0.25 0.43
I: 4.01 0.42 0.21
P: 2.59 -1.41 -0.45
C: -0.17 0.93 -1.15
C: -0.66 -0.17 -0.22
C: 0.31 -0.47 0.86
H: -0.85 -1.08 -0.81
H: 0.80 0.36 1.34
H: -0.03 1.86 -0.59
H: 0.15 -1.34 1.47
H: -2.40 -0.55 1.04
H: 0.78 0.65 -1.60
H: -1.84 1.13 1.06
H: 2.91 -2.19 0.67
H: -0.89 1.11 -1.94
H: -2.72 0.51 -0.34

What is the stability order? It is Q, P, from most stable to least stable.

P | Here is C2H4N2O3 in the gas phase from OMol25. Energies are from ωB97M-V/def2-TZVPD.

As for the multiplicity: 1. The SMILES is NC(=O)O/C=N\O. Its orbital gap is 0.379 Ha. Its LUMO energy is 0.58 eV.

CARTESIAN COORDINATES (ANGSTROEM)
H: 3.35 -0.64 0.15
H: -3.25 -0.62 0.26
C: -1.37 0.06 -0.03
C: 0.80 0.63 0.23
N: 2.19 0.53 0.43
O: 2.49 -0.73 -0.36
O: -0.11 -0.43 -0.23
N: -2.28 -0.93 0.19
H: 0.32 1.59 0.37
O: -1.66 1.18 -0.30
H: -2.05 -1.86 0.84

Q | Here is 2 unconnected molecules or ions with the total composition C2H4N2O3 from OMol25. Energies are from ωB97M-V/def2-TZVPD.

As for the multiplicity: 1. Its orbital gap is 0.354 Ha. Its LUMO energy is 0.44 eV.

CARTESIAN COORDINATES (ANGSTROEM)
H: 1.11 1.47 0.99
H: -0.72 2.42 -1.55
H: -1.74 0.43 -0.72
H: 1.57 -0.06 1.43
O: -0.58 2.10 -0.64
O: 0.92 -2.56 0.69
N: 1.08 0.48 0.79
C: 0.07 -0.11 0.18
N: -0.79 0.64 -0.43
O: -0.93 -2.50 -0.70
C: 0.02 -2.33 -0.03

R | Here is C2H4N2O3 in the gas phase from OMol25. Energies are from ωB97M-V/def2-TZVPD.

As for the multiplicity: 1. The SMILES is O=C/C(=N\O)NO. Its orbital gap is 0.341 Ha. Its LUMO energy is -0.45 eV.

CARTESIAN COORDINATES (ANGSTROEM)
O: -0.43 2.22 0.72
O: -0.61 -2.00 0.33
C: 0.06 -0.31 -1.55
H: -0.33 -2.60 1.05
H: -1.15 1.49 1.17
H: -0.09 -1.51 -1.96
H: 1.54 1.37 1.24
O: 0.03 0.87 -2.12
N: -0.06 -0.84 0.78
C: 0.23 0.07 -0.07
N: 0.82 1.24 0.41

What is the stability order? It is Q, P, R, from most stable to least stable.

P | Here is 4 unconnected molecules or ions with the total composition CH8O5 from OMol25. Energies are from ωB97M-V/def2-TZVPD.

As for the multiplicity: 1. The SMILES is O=CO.O.O.O. Its orbital gap is 0.422 Ha. Its LUMO energy is 0.45 eV.

CARTESIAN COORDINATES (ANGSTROEM)
H: -0.74 -3.03 1.33
H: -3.19 -1.78 1.70
O: -2.63 -2.33 1.13
H: -2.11 1.09 -2.07
H: 2.54 -0.20 -0.42
O: 1.40 2.50 -1.70
O: -1.52 1.08 -1.32
H: 2.68 -0.05 1.07
O: 3.12 0.16 0.24
H: -0.82 1.69 -1.57
O: -1.26 -1.75 2.79
H: 2.09 3.19 -1.65
H: 1.91 1.79 -1.34
C: -1.47 -2.36 1.80

Q | Here is 4 unconnected molecules or ions with the total composition CH8O5 from OMol25. Energies are from ωB97M-V/def2-TZVPD.

As for the multiplicity: 1. The SMILES is O=CO.O.O.O. Its orbital gap is 0.421 Ha. Its LUMO energy is 0.57 eV.

CARTESIAN COORDINATES (ANGSTROEM)
O: 1.44 0.87 -0.08
H: -1.37 2.46 1.21
H: -3.39 0.24 0.43
H: 3.05 -0.35 -0.19
H: -1.15 -1.61 0.18
H: 0.66 -1.15 -1.15
O: -0.28 -1.24 -0.03
O: 1.57 -0.91 -1.45
H: -2.04 0.24 0.91
C: 2.03 -0.08 -0.48
O: -1.03 1.65 0.81
O: -2.78 -0.38 0.83
H: 0.08 -1.15 0.87
H: -0.13 1.76 0.54

What is the stability order? It is P, Q, from most stable to least stable.